Here is 8 unconnected molecules or ions with the total composition C43H96F24N3P5 at a distorted geometry from the OMol25 dataset. Energies are from the ωB97M-V functional and the def2-TZVPD basis.

The geometry in ORCA input format:
```
! RIJCOSX wB97M-V def2-TZVPD def2/J DEFGRID3
* xyz 0 1
C 3.22 -0.89 -9.34
C 2.80 -0.21 -8.04
C 1.59 0.77 -8.39
C 0.22 0.12 -8.61
P -1.30 1.29 -8.73
C -2.82 0.39 -8.18
C -3.12 -1.08 -8.75
C -4.62 -1.33 -9.25
C -5.21 -0.30 -10.24
C -1.37 2.01 -10.46
C -0.67 3.42 -10.90
C 0.24 3.26 -12.15
C 0.91 4.56 -12.60
C -0.87 2.63 -7.60
C -0.80 2.36 -6.05
C -0.09 3.44 -5.21
C -0.11 2.95 -3.74
H 3.96 -1.68 -9.29
H 3.56 -0.24 -10.15
H 2.36 -1.46 -9.70
H 3.67 0.36 -7.72
H 2.63 -0.93 -7.25
H 1.84 1.35 -9.27
H 1.52 1.37 -7.48
H -0.12 -0.65 -7.92
H 0.24 -0.40 -9.56
H -3.69 1.05 -8.17
H -2.62 0.23 -7.12
H -2.86 -1.83 -8.00
H -2.50 -1.36 -9.60
H -5.27 -1.37 -8.38
H -4.60 -2.31 -9.73
H -4.44 0.00 -10.95
H -5.62 0.62 -9.84
H -6.04 -0.82 -10.72
H -2.41 2.30 -10.58
H -1.18 1.20 -11.16
H -0.09 3.76 -10.04
H -1.39 4.19 -11.18
H -0.46 2.83 -12.86
H 1.01 2.51 -11.93
H 1.53 4.28 -13.45
H 1.53 5.08 -11.88
H 0.32 5.35 -13.05
H -1.64 3.38 -7.76
H 0.02 3.11 -8.01
H -0.21 1.46 -5.86
H -1.73 1.96 -5.63
H -0.51 4.41 -5.49
H 0.95 3.28 -5.48
H 0.44 3.57 -3.02
H 0.45 2.01 -3.75
H -1.07 2.79 -3.26
C 1.61 -4.02 13.72
C 1.22 -2.52 13.39
C 0.43 -2.33 12.02
C 0.38 -0.92 11.50
N -0.56 -0.76 10.33
C -0.02 -1.48 9.04
C -0.62 -0.70 7.87
C -0.37 0.70 8.30
C -0.34 0.72 9.76
C -2.01 -0.99 10.69
H 1.76 -4.17 14.79
H 2.52 -4.33 13.20
H 0.79 -4.72 13.53
H 2.09 -1.89 13.58
H 0.54 -2.35 14.23
H -0.59 -2.64 12.24
H 0.87 -2.94 11.23
H 1.34 -0.52 11.17
H 0.10 -0.27 12.33
H -0.13 -2.56 9.02
H 1.03 -1.20 9.13
H -1.69 -0.93 7.88
H -0.27 -1.01 6.89
H -1.04 1.43 7.84
H 0.64 0.86 7.94
H -1.21 1.29 10.07
H 0.43 1.16 10.38
H -2.18 -2.02 11.01
H -2.65 -0.66 9.87
H -2.33 -0.23 11.41
C 8.76 -2.56 7.71
C 9.27 -1.52 6.60
C 8.32 -1.54 5.41
C 8.85 -0.51 4.27
N 8.48 -1.03 2.84
C 8.90 -2.56 2.57
C 9.24 -2.54 1.05
C 10.02 -1.20 0.97
C 9.20 -0.20 1.76
C 6.95 -0.71 2.68
H 8.88 -3.61 7.46
H 7.68 -2.52 7.86
H 9.19 -2.21 8.65
H 10.30 -1.61 6.28
H 9.15 -0.52 7.03
H 7.29 -1.23 5.57
H 8.47 -2.57 5.07
H 9.93 -0.41 4.20
H 8.53 0.52 4.43
H 8.09 -3.22 2.89
H 9.82 -2.67 3.14
H 8.36 -2.50 0.40
H 9.84 -3.40 0.76
H 10.24 -1.05 -0.09
H 11.03 -1.22 1.37
H 8.50 0.45 1.24
H 9.89 0.53 2.18
H 6.87 -1.00 1.63
H 6.82 0.31 3.04
H 6.52 -1.43 3.37
C -7.48 3.42 -0.94
C -8.24 4.50 -1.67
C -8.47 5.77 -0.93
C -9.19 6.89 -1.78
N -9.43 8.32 -1.16
C -8.07 9.03 -0.87
C -7.67 9.66 -2.13
C -8.95 10.16 -2.70
C -10.01 9.24 -2.35
C -10.34 8.24 0.07
H -7.88 3.10 0.02
H -6.55 3.84 -0.56
H -7.14 2.53 -1.48
H -9.19 4.00 -1.87
H -7.69 4.88 -2.54
H -7.51 6.15 -0.57
H -9.08 5.53 -0.07
H -10.19 6.57 -2.05
H -8.66 7.06 -2.72
H -8.26 9.71 -0.04
H -7.44 8.32 -0.33
H -6.86 10.38 -2.03
H -7.35 8.89 -2.83
H -9.13 11.18 -2.34
H -8.99 10.24 -3.78
H -10.96 9.68 -2.05
H -10.29 8.57 -3.17
H -10.59 9.26 0.37
H -9.82 7.74 0.89
H -11.22 7.70 -0.27
P 5.95 -10.86 -1.10
F 4.42 -11.26 -1.56
F 5.37 -9.39 -0.75
F 5.52 -11.39 0.37
F 7.47 -10.44 -0.63
F 6.47 -12.40 -1.44
F 6.28 -10.42 -2.66
P 4.25 -7.77 6.79
F 4.06 -8.13 8.44
F 5.91 -7.92 6.75
F 3.97 -9.39 6.51
F 4.11 -7.54 5.11
F 2.61 -7.54 6.78
F 4.44 -6.22 7.30
P 0.08 -4.19 -1.57
F 0.77 -4.46 -0.12
F 1.40 -3.56 -2.28
F 0.40 -5.67 -1.97
F -0.82 -3.92 -2.91
F -1.26 -4.80 -0.96
F -0.33 -2.67 -0.99
P -5.37 -7.09 5.68
F -4.32 -8.29 5.96
F -4.14 -6.20 5.26
F -5.20 -7.61 4.20
F -6.27 -5.82 5.29
F -6.61 -8.11 5.99
F -5.21 -6.56 7.17
*
```

Results
**HOMO level**: -7.542 eV
**Frontier orbital gap**: 5.45 eV

---

Here is 2 unconnected molecules or ions with the total composition C2H6O2S at a distorted geometry from the OMol25 dataset. Energies are from the ωB97M-V functional and the def2-TZVPD basis.

The geometry in ORCA input format:
```
! RIJCOSX wB97M-V def2-TZVPD def2/J DEFGRID3
* xyz 0 3
C -1.02 -1.87 -1.02
C 0.84 2.02 1.74
O 1.67 0.89 -0.47
O -1.03 -0.57 -0.31
S 1.95 1.88 0.55
H -1.05 -1.45 -2.05
H -0.18 -2.50 -0.94
H -1.94 -2.40 -0.96
H -0.17 1.65 1.68
H 1.21 2.53 2.55
H -0.29 -0.17 -0.76
*
```

Results
**HOMO level (alpha / beta)**: -7.340 / -10.139 eV
**Relative energy (zero: lowest compared OMol25 entry of this formula, charge and spin)**: 15.4 kcal/mol
**Frontier orbital gap (alpha / beta)**: 8.35 / 7.37 eV

---

Here is 10 unconnected molecules or ions with the total composition C27H51Br12NO11 at a distorted geometry from the OMol25 dataset. Energies are from the ωB97M-V functional and the def2-TZVPD basis.

The geometry in ORCA input format:
```
! RIJCOSX wB97M-V def2-TZVPD def2/J DEFGRID3
* xyz 0 1
C 16.54 22.84 1.35
O 15.16 22.63 1.12
C 14.26 23.25 2.02
C 14.48 24.75 2.09
N 13.40 25.45 2.77
C 13.29 25.02 4.17
C 12.19 25.78 4.88
O 12.62 27.08 5.21
C 11.61 27.94 5.67
H 17.03 22.24 0.58
H 16.88 22.42 2.31
H 16.83 23.88 1.20
H 14.38 22.82 3.02
H 13.26 23.11 1.63
H 14.52 25.18 1.08
H 15.46 24.92 2.55
H 13.61 26.44 2.81
H 14.26 25.21 4.67
H 13.00 23.98 4.33
H 11.99 25.27 5.83
H 11.24 25.74 4.33
H 12.06 28.87 6.00
H 11.08 27.55 6.56
H 10.90 28.02 4.84
Br 8.49 20.36 8.20
C 10.11 21.35 8.81
C 10.71 20.73 10.05
Br 11.35 18.89 9.70
H 9.75 22.35 9.02
H 10.84 21.42 8.01
H 10.04 20.72 10.90
H 11.55 21.38 10.34
Br 15.41 22.38 11.14
C 15.98 22.17 9.29
C 17.45 21.81 9.29
Br 18.37 22.51 7.71
H 15.85 23.10 8.76
H 15.37 21.38 8.85
H 17.57 20.73 9.33
H 18.04 22.33 10.04
Br 4.91 23.91 9.62
C 6.88 23.79 9.61
C 7.25 24.29 10.99
Br 9.17 23.89 11.44
H 7.25 24.47 8.86
H 7.17 22.78 9.33
H 6.75 23.67 11.73
H 7.07 25.34 11.17
Br 8.24 28.16 11.06
C 10.12 27.54 11.10
C 10.74 27.94 12.42
Br 12.55 27.20 12.60
H 10.66 27.97 10.26
H 10.11 26.47 10.94
H 10.22 27.51 13.27
H 10.75 29.02 12.46
Br 11.78 21.62 13.33
C 12.20 23.28 14.29
C 13.62 23.69 13.97
Br 14.13 25.10 15.17
H 12.05 22.99 15.33
H 11.39 23.98 14.10
H 13.66 24.08 12.96
H 14.30 22.89 14.20
Br 9.21 30.00 6.84
C 8.08 28.64 7.72
C 7.49 27.64 6.76
Br 6.06 26.63 7.52
H 7.40 29.18 8.36
H 8.79 28.07 8.32
H 8.22 26.98 6.31
H 7.03 28.15 5.90
C 15.87 26.55 11.90
C 17.37 26.69 12.19
O 17.95 25.61 11.49
C 17.06 25.10 10.62
O 17.29 24.26 9.82
O 15.85 25.67 10.78
H 15.37 27.48 11.62
H 15.23 26.18 12.70
H 17.49 26.69 13.28
H 17.75 27.66 11.86
C 16.19 21.16 5.11
C 15.02 20.36 4.45
O 13.88 20.80 5.17
C 14.21 21.60 6.15
O 13.44 22.08 6.95
O 15.54 21.80 6.21
H 16.59 21.90 4.43
H 16.91 20.48 5.54
H 15.18 19.29 4.59
H 15.00 20.56 3.38
C 12.98 23.86 8.65
C 13.07 25.25 9.34
O 11.80 25.85 9.14
C 11.02 25.05 8.40
O 9.86 25.26 8.19
O 11.70 23.97 7.98
H 12.84 23.05 9.35
H 13.77 23.63 7.95
H 13.94 25.82 9.03
H 13.22 25.09 10.41
*
```

Results
**HOMO level**: -9.132 eV
**Relative energy (zero: lowest compared OMol25 entry of this formula, charge and spin)**: 0.0 kcal/mol
**Structure (SMILES)**: COCCNCCOC.O=C1OCCO1.O=C1OCCO1.O=C1OCCO1.BrCCBr.BrCCBr.BrCCBr.BrCCBr.BrCCBr.BrCCBr
**Frontier orbital gap**: 9.27 eV

---

Here is CH3IO3S in the gas phase at a distorted geometry from the OMol25 dataset. Energies are from the ωB97M-V functional and the def2-TZVPD basis.

The geometry in ORCA input format:
```
! RIJCOSX wB97M-V def2-TZVPD def2/J DEFGRID3
* xyz 0 1
C -1.52 0.16 0.32
O 0.85 0.91 -1.10
O -0.25 -0.22 0.78
O 1.88 -1.26 -0.05
S 1.12 0.42 0.21
I 3.63 -0.71 -0.66
H -2.12 0.58 1.07
H -2.06 -0.77 -0.06
H -1.54 0.89 -0.52
*
```

Results
**HOMO level**: -9.426 eV
**Relative energy (zero: lowest compared OMol25 entry of this formula, charge and spin)**: 30.9 kcal/mol
**Frontier orbital gap**: 9.01 eV

---

Here is Br2H2Si in the gas phase at a distorted geometry from the OMol25 dataset. Energies are from the ωB97M-V functional and the def2-TZVPD basis.

The geometry in ORCA input format:
```
! RIJCOSX wB97M-V def2-TZVPD def2/J DEFGRID3
* xyz 0 1
Br -1.86 -0.86 -0.04
Br 0.17 2.09 0.70
Si 0.03 0.09 -0.19
H 0.93 -0.53 -1.28
H 0.73 -0.78 0.82
*
```

Results
**HOMO level**: -10.199 eV
**Relative energy (zero: lowest compared OMol25 entry of this formula, charge and spin)**: 12.3 kcal/mol
**Structure (SMILES)**: Br[SiH2]Br
**Frontier orbital gap**: 10.17 eV

---

Here is a molecular structure, C4H11LuO3 at a distorted geometry from the OMol25 dataset. Energies are from the ωB97M-V functional and the def2-TZVPD basis.

The geometry in ORCA input format:
```
! RIJCOSX wB97M-V def2-TZVPD def2/J DEFGRID3
* xyz 0 1
C -0.52 -0.17 2.32
H -1.22 -0.68 3.00
H 0.16 0.19 3.12
H -0.92 0.75 1.87
O -1.71 -1.91 0.97
Lu -3.26 -2.37 -0.44
H -0.62 -1.83 0.72
O 0.60 -0.85 1.27
C -0.06 0.59 -2.71
O 0.49 -0.06 -1.59
C 0.79 0.82 -0.54
C 1.44 0.06 0.60
H -0.41 -0.19 -3.41
H -0.94 1.21 -2.46
H 0.68 1.26 -3.18
H -0.14 1.31 -0.20
H 1.50 1.61 -0.87
H 1.85 0.79 1.31
H 2.28 -0.53 0.21
*
```

Results
**HOMO level**: -6.559 eV
**Frontier orbital gap**: 6.85 eV

---

Here is a molecular structure, C30H26I2MnNO2Te at a distorted geometry from the OMol25 dataset. Energies are from the ωB97M-V functional and the def2-TZVPD basis.

The geometry in ORCA input format:
```
! RIJCOSX wB97M-V def2-TZVPD def2/J DEFGRID3
* xyz 1 6
Mn 1.65 1.39 0.17
I 3.32 2.14 2.46
C 4.60 3.60 1.77
I 1.94 3.75 -0.71
H 5.22 3.37 0.93
H 4.81 4.43 2.42
C -4.06 -2.57 1.36
C -3.02 -1.51 1.20
C -3.34 -0.15 1.26
C -2.39 0.83 1.05
C -2.83 2.23 1.32
O -3.56 2.41 2.28
C -2.41 3.33 0.44
C -2.03 3.13 -0.88
C -1.74 4.23 -1.68
C -1.82 5.51 -1.17
C -2.20 5.71 0.15
C -2.50 4.63 0.95
C -1.04 0.48 0.76
O -0.15 1.37 0.50
C -0.68 -0.92 0.82
C -1.70 -1.86 1.03
C 0.70 -1.33 0.76
N 1.71 -0.52 0.60
C 3.07 -1.04 0.71
C 3.94 -0.62 -0.47
Te 3.49 -1.81 -2.24
C 1.60 -0.86 -2.58
C 0.50 -1.62 -2.96
C -0.73 -1.01 -3.18
C -0.84 0.37 -3.09
C 0.26 1.13 -2.77
C 1.48 0.52 -2.48
C 0.92 -2.80 0.92
C 0.55 -3.62 -0.14
C 0.76 -4.99 -0.05
C 1.31 -5.53 1.10
C 1.65 -4.71 2.16
C 1.46 -3.34 2.08
H -5.06 -2.15 1.42
H -3.89 -3.16 2.27
H -4.02 -3.27 0.52
H -4.34 0.17 1.51
H -1.99 2.13 -1.29
H -1.47 4.09 -2.72
H -1.59 6.36 -1.79
H -2.28 6.71 0.55
H -2.82 4.76 1.98
H -1.44 -2.91 1.08
H 3.07 -2.13 0.77
H 3.50 -0.66 1.65
H 4.98 -0.82 -0.24
H 3.84 0.47 -0.69
H 0.61 -2.68 -3.11
H -1.59 -1.61 -3.43
H -1.78 0.84 -3.32
H 0.19 2.21 -2.78
H 2.38 1.14 -2.40
H 0.10 -3.18 -1.01
H 0.48 -5.63 -0.88
H 1.46 -6.60 1.17
H 2.07 -5.14 3.06
H 1.73 -2.70 2.91
*
```

Results
**HOMO level (alpha / beta)**: -10.872 / -10.884 eV
**Frontier orbital gap (alpha / beta)**: 4.95 / 6.75 eV

---

Here is 2 unconnected molecules or ions with the total composition C33H34FN3O4S2 at a distorted geometry from the OMol25 dataset. Energies are from the ωB97M-V functional and the def2-TZVPD basis.

The geometry in ORCA input format:
```
! RIJCOSX wB97M-V def2-TZVPD def2/J DEFGRID3
* xyz 0 1
C 6.42 2.43 -1.32
C 4.96 2.46 -1.65
C 4.22 1.28 -1.74
C 2.85 1.29 -2.04
C 2.14 -0.02 -2.14
C 2.21 2.52 -2.28
N 0.83 2.54 -2.62
C -0.14 1.87 -1.91
N -1.31 2.17 -2.56
C -2.56 1.61 -2.20
C -2.89 1.58 -0.84
C -1.93 2.14 0.15
C -4.14 1.06 -0.46
C -5.02 0.52 -1.40
C -6.35 -0.05 -0.96
C -4.64 0.52 -2.75
C -3.41 1.05 -3.17
C -3.01 0.94 -4.60
C -1.06 3.03 -3.65
C 0.25 3.25 -3.69
C 2.93 3.72 -2.19
C 2.25 5.04 -2.33
C 4.29 3.67 -1.88
H 6.82 3.45 -1.24
H 6.60 1.91 -0.37
H 7.00 1.90 -2.09
H 4.71 0.32 -1.57
H 1.06 0.10 -2.23
H 2.53 -0.60 -2.99
H 2.35 -0.61 -1.23
H -2.26 1.87 1.16
H -0.91 1.72 -0.02
H -1.88 3.23 0.08
H -4.42 1.09 0.60
H -6.89 -0.45 -1.83
H -6.22 -0.86 -0.23
H -6.97 0.73 -0.49
H -5.32 0.11 -3.50
H -3.78 0.36 -5.13
H -2.94 1.92 -5.09
H -2.05 0.42 -4.73
H -1.85 3.41 -4.26
H 0.84 3.83 -4.37
H 2.97 5.83 -2.06
H 1.92 5.24 -3.36
H 1.38 5.14 -1.66
H 4.85 4.61 -1.81
C 5.07 -3.03 1.98
C 4.62 -4.12 2.74
C 3.54 -3.95 3.61
C 2.92 -2.71 3.66
S 1.60 -2.44 4.84
N 0.16 -2.78 3.77
F 0.08 -1.66 2.81
S -1.33 -2.67 4.80
C -2.56 -3.12 3.59
C -3.16 -2.10 2.86
C -4.18 -2.43 1.96
C -4.60 -3.76 1.85
C -4.01 -4.77 2.62
C -2.99 -4.45 3.53
O -1.25 -3.77 5.72
O -1.56 -1.31 5.21
O 1.67 -3.54 5.76
O 1.61 -1.06 5.25
C 3.37 -1.60 2.94
C 4.45 -1.78 2.08
H 5.93 -3.15 1.31
H 5.11 -5.09 2.66
H 3.20 -4.77 4.25
H -2.83 -1.07 3.02
H -4.64 -1.63 1.37
H -5.41 -4.01 1.16
H -4.35 -5.81 2.54
H -2.55 -5.20 4.18
H 2.89 -0.64 3.09
H 4.80 -0.92 1.50
*
```

Results
**HOMO level**: -8.288 eV
**Relative energy (zero: lowest compared OMol25 entry of this formula, charge and spin)**: 0.0 kcal/mol
**Frontier orbital gap**: 8.31 eV

---

Here is C4H8O2 in the gas phase at a distorted geometry from the OMol25 dataset. Energies are from the ωB97M-V functional and the def2-TZVPD basis.

The geometry in ORCA input format:
```
! RIJCOSX wB97M-V def2-TZVPD def2/J DEFGRID3
* xyz 0 1
C 1.38 -0.36 -1.23
C 0.47 0.18 -0.14
C -0.91 0.48 -0.51
O -1.64 0.64 0.66
C -0.91 -0.27 1.76
O 0.16 -0.86 1.17
H 2.14 0.34 -1.61
H 1.89 -1.17 -0.74
H 0.82 -0.75 -2.10
H 0.89 1.02 0.43
H -0.52 1.40 -1.03
H -1.37 -0.16 -1.29
H -0.67 0.46 2.55
H -1.72 -0.95 2.08
*
```

Results
**HOMO level**: -9.716 eV
**Relative energy (zero: lowest compared OMol25 entry of this formula, charge and spin)**: 65.8 kcal/mol
**Structure (SMILES)**: C[C@H]1COCO1
**Frontier orbital gap**: 10.73 eV

---

Here is a gas-phase ion, C4H10N2O (charge +1) at a distorted geometry from the OMol25 dataset. Energies are from the ωB97M-V functional and the def2-TZVPD basis.

The geometry in ORCA input format:
```
! RIJCOSX wB97M-V def2-TZVPD def2/J DEFGRID3
* xyz 1 2
C 0.20 -0.97 -1.54
N -0.68 -0.26 -0.71
C -1.01 1.11 -1.10
C -0.72 -0.57 0.68
C 0.42 0.05 1.58
N 1.75 0.03 1.03
O 0.12 -1.11 -2.71
H 1.05 -1.37 -0.94
H -1.06 1.15 -2.18
H -2.01 1.29 -0.70
H -0.39 1.91 -0.69
H -0.89 -1.62 0.79
H -1.63 -0.09 1.03
H 0.47 -0.47 2.54
H 0.28 1.11 1.71
H 1.91 0.68 0.27
H 2.21 -0.86 0.93
*
```

Results
**HOMO level (alpha / beta)**: -15.028 / -14.400 eV
**Relative energy (zero: lowest compared OMol25 entry of this formula, charge and spin)**: 34.1 kcal/mol
**Frontier orbital gap (alpha / beta)**: 11.50 / 5.93 eV

---

Here is C2H2F3O3PS in the gas phase at a distorted geometry from the OMol25 dataset. Energies are from the ωB97M-V functional and the def2-TZVPD basis.

The geometry in ORCA input format:
```
! RIJCOSX wB97M-V def2-TZVPD def2/J DEFGRID3
* xyz 0 3
C -2.04 -0.09 0.72
C 1.30 0.98 0.22
O -0.84 -2.68 0.11
O 2.22 -0.46 -2.02
O -0.12 -0.69 -1.16
F 1.18 -0.06 1.06
F 2.55 1.42 0.39
F 0.49 1.90 0.56
P -1.05 -1.24 -0.02
S 1.07 0.32 -1.68
H -2.67 -0.46 1.39
H -2.10 1.05 0.43
*
```

Results
**HOMO level (alpha / beta)**: -5.460 / -8.892 eV
**Frontier orbital gap (alpha / beta)**: 5.39 / 4.06 eV

---

Values of E, in order: -5964.05910; -628.28137; -32829.93111; -961.41341; -5438.76360; -1620.06921; -3378.16593; -2639.19972; -307.60755; -342.81415; -1342.02837, all in Eh.